Entry 1:
Molecular formula: C36H46BrGeNO3PS3Sn
Method: DFT, ωB97M-V/def2-TZVPD

The value obtained for the electronic energy is -8080.26495 a.u. The HOMO energy comes out at -15.469 eV. Its charge is +3.

Each line ends with the Löwdin charge.
Atoms and positions in Å:
Sn (2.704, -1.900, 0.567)  1.168
C (4.693, -4.961, 1.956)  -0.493
C (3.909, -4.715, 3.228)  -0.460
S (3.017, -3.105, 3.263)  0.799
C (1.330, -3.629, 3.743)  -0.487
C (0.609, -4.594, 2.818)  -0.460
S (0.526, -4.053, 1.060)  0.797
C (1.095, -5.549, 0.168)  -0.485
C (2.483, -6.048, 0.521)  -0.465
S (3.787, -4.756, 0.380)  0.765
H (5.515, -4.248, 1.877)  0.060
H (5.100, -5.974, 1.960)  0.101
H (3.170, -5.488, 3.417)  0.072
H (4.601, -4.697, 4.071)  0.095
H (1.416, -4.077, 4.734)  0.098
H (0.781, -2.689, 3.823)  0.072
H (1.061, -5.584, 2.822)  0.071
H (-0.422, -4.697, 3.162)  0.091
H (0.352, -6.328, 0.360)  0.097
H (1.041, -5.256, -0.883)  0.078
H (2.531, -6.450, 1.532)  0.072
H (2.756, -6.839, -0.180)  0.095
C (4.102, 4.157, 0.668)  -0.030
C (4.562, 2.749, 0.516)  -0.231
C (5.914, 2.473, 0.298)  0.020
C (6.339, 1.163, 0.158)  -0.059
C (5.373, 0.176, 0.233)  -0.709
Br (5.831, -1.669, 0.047)  0.791
N (4.086, 0.402, 0.443)  -0.079
C (3.692, 1.666, 0.587)  -0.075
H (4.646, 4.633, 1.481)  0.098
H (3.039, 4.217, 0.882)  0.074
H (4.326, 4.731, -0.232)  0.097
H (6.630, 3.279, 0.245)  0.138
H (7.376, 0.917, -0.005)  0.120
H (2.636, 1.793, 0.781)  0.113
C (1.171, -2.763, -4.022)  -0.149
P (1.413, -1.224, -3.096)  0.599
C (2.678, -0.242, -3.945)  -0.146
C (-0.148, -0.277, -3.176)  -0.153
O (1.770, -1.493, -1.647)  -0.566
H (0.900, -2.549, -5.053)  0.067
H (0.382, -3.348, -3.553)  0.057
H (2.094, -3.338, -4.008)  0.064
H (2.390, -0.082, -4.980)  0.066
H (3.624, -0.777, -3.915)  0.064
H (2.791, 0.716, -3.442)  0.059
H (-0.392, -0.066, -4.214)  0.066
H (-0.028, 0.660, -2.633)  0.040
H (-0.947, -0.865, -2.729)  0.049
O (-0.558, 1.155, 1.142)  -0.099
C (-0.238, -0.052, 1.491)  -0.577
O (0.920, -0.410, 1.604)  -0.075
C (-1.412, -0.993, 1.718)  -0.153
C (-2.473, -0.700, 0.682)  -0.163
Ge (-2.307, 1.362, 0.352)  1.379
C (-1.666, 2.620, -1.134)  -0.282
C (-2.263, 2.598, -2.382)  -0.115
C (-1.781, 3.461, -3.357)  -0.049
C (-0.723, 4.311, -3.082)  -0.041
C (-0.129, 4.306, -1.830)  -0.050
C (-0.603, 3.458, -0.840)  -0.108
C (-5.080, 2.216, -0.160)  -0.251
C (-5.446, 3.249, -1.026)  -0.015
C (-6.198, 2.974, -2.155)  -0.038
C (-6.586, 1.674, -2.441)  -0.040
C (-6.201, 0.635, -1.607)  -0.045
C (-5.453, 0.906, -0.476)  -0.063
C (-4.442, 2.528, 1.142)  -0.290
C (-4.854, 1.847, 2.315)  -0.009
C (-4.629, 2.393, 3.563)  -0.025
C (-3.952, 3.605, 3.699)  -0.007
C (-3.471, 4.256, 2.572)  -0.028
C (-3.699, 3.731, 1.313)  -0.057
H (-1.787, -0.828, 2.733)  0.144
H (-1.057, -2.023, 1.644)  0.067
H (-3.467, -1.013, 0.987)  0.070
H (-2.220, -1.158, -0.277)  0.081
H (-3.082, 1.925, -2.593)  0.107
H (-2.243, 3.472, -4.332)  0.121
H (-0.369, 4.991, -3.842)  0.122
H (0.695, 4.969, -1.613)  0.116
H (-0.159, 3.455, 0.145)  0.102
H (-5.217, 4.276, -0.788)  0.122
H (-6.516, 3.782, -2.795)  0.122
H (-7.210, 1.475, -3.297)  0.121
H (-6.511, -0.378, -1.816)  0.119
H (-5.206, 0.095, 0.196)  0.090
H (-5.474, 0.964, 2.229)  0.128
H (-5.044, 1.913, 4.438)  0.126
H (-3.823, 4.048, 4.678)  0.130
H (-2.967, 5.205, 2.677)  0.126
H (-3.406, 4.293, 0.435)  0.118

***

Entry 2:
Molecular formula: C2H7N2O2PS
Method: DFT, ωB97M-V/def2-TZVPD

As for the spin multiplicity: 3. The value obtained for the electronic energy is -1079.78332 a.u. The energy above the lowest of the compared OMol25 structures with the same formula, charge and spin comes out at 1.8 kcal per mole. The HOMO energy (spin up / spin down) comes out at -4.080 / -9.929 eV. As for the expectation value of S²: 2.005. Its charge is 0.

Each line ends with the Mulliken spin population.
Atoms and positions in Å:
C (1.902, -0.860, -0.269)  0.899
C (2.741, -0.499, 0.834)  -0.020
N (1.367, -1.234, -1.211)  0.886
N (-1.211, 0.467, -1.638)  0.014
O (-2.096, 1.695, 0.447)  0.005
O (0.059, 0.303, 0.626)  0.065
P (-1.267, 0.377, 0.019)  0.038
S (-2.583, -1.150, 0.651)  0.006
H (3.052, 0.538, 0.726)  0.004
H (2.180, -0.613, 1.757)  0.040
H (3.615, -1.151, 0.835)  0.066
H (-3.660, -0.391, 0.451)  0.000
H (-0.526, -0.188, -1.992)  -0.003
H (-2.089, 0.424, -2.129)  0.000
H (-1.484, 2.281, 0.892)  0.000

***

Entry 3:
Molecular formula: C18H29BrNO9PS
Method: DFT, ωB97M-V/def2-TZVPD

The value obtained for the electronic energy is -4748.61929 a.u. The energy above the lowest of the compared OMol25 structures with the same formula, charge and spin comes out at 0.0 kcal per mole. The HOMO energy comes out at 0.674 eV. Its charge is -2.

Each line ends with the natural charge from an NBO analysis.
Atoms and positions in Å:
C (-1.504, 1.499, 4.797)  -0.609
C (-1.831, 0.813, 3.456)  -0.410
C (-0.625, 0.792, 2.472)  -0.393
C (-0.820, 1.648, 1.185)  -0.415
C (-0.043, 1.089, 0.019)  -0.229
C (1.377, 1.036, 0.159)  -0.245
C (2.217, 0.533, -0.773)  0.113
C (3.713, 0.498, -0.501)  -0.442
C (4.305, 1.898, -0.208)  -0.408
C (4.533, 2.172, 1.297)  -0.613
N (1.676, 0.013, -1.983)  -0.514
C (2.520, -0.579, -2.961)  -0.209
C (3.029, -1.998, -2.579)  -0.448
C (2.021, -2.718, -1.708)  -0.681
S (2.859, -3.764, -0.544)  2.376
O (3.755, -2.996, 0.269)  -0.962
O (3.411, -4.877, -1.247)  -0.951
O (1.702, -4.297, 0.414)  -0.876
C (0.250, 0.060, -2.134)  -0.029
Br (-0.466, -0.729, -3.723)  -0.020
C (-0.589, 0.579, -1.182)  -0.035
C (-2.083, 0.570, -1.351)  -0.452
C (-2.653, -0.680, -0.699)  -0.055
O (-4.082, -0.605, -0.565)  -0.521
C (-4.465, -0.275, 0.676)  0.686
O (-5.045, -1.011, 1.406)  -0.551
H (-0.490, 1.885, 4.810)  0.194
H (-2.159, 2.355, 4.941)  0.200
H (-1.588, 0.811, 5.633)  0.196
H (-2.112, -0.220, 3.621)  0.204
H (-2.650, 1.311, 2.952)  0.203
H (-0.492, -0.225, 2.110)  0.195
H (0.310, 1.060, 2.955)  0.182
H (-0.387, 2.634, 1.397)  0.174
H (-1.873, 1.728, 0.961)  0.198
H (1.817, 1.418, 1.067)  0.188
H (3.852, -0.104, 0.395)  0.216
H (4.283, 0.006, -1.276)  0.204
H (3.634, 2.663, -0.578)  0.215
H (5.276, 1.960, -0.694)  0.183
H (5.561, 2.467, 1.482)  0.192
H (3.902, 2.983, 1.653)  0.202
H (4.302, 1.299, 1.897)  0.203
H (3.407, 0.052, -3.088)  0.177
H (2.051, -0.629, -3.933)  0.223
H (4.015, -1.975, -2.130)  0.218
H (3.149, -2.572, -3.496)  0.210
H (1.367, -3.381, -2.265)  0.251
H (1.397, -2.041, -1.123)  0.270
H (1.400, -3.519, 0.909)  0.506
H (-2.391, 0.602, -2.385)  0.235
H (-2.508, 1.411, -0.821)  0.215
H (-2.464, -1.557, -1.311)  0.196
H (-2.170, -0.861, 0.261)  0.168
H (-4.210, 0.737, 1.015)  0.088
O (-7.029, 1.245, -0.756)  -0.926
P (-7.477, 0.208, -1.788)  2.411
O (-6.563, 0.320, -3.011)  -0.894
O (-8.918, 0.435, -2.252)  -0.919
O (-7.403, -1.176, -1.144)  -0.881

***

Entry 4:
Molecular formula: C3H6O2S
Method: DFT, ωB97M-V/def2-TZVPD

The value obtained for the electronic energy is -666.44132 a.u. The energy above the lowest of the compared OMol25 structures with the same formula, charge and spin comes out at 95.8 kcal per mole. The HOMO energy (spin up / spin down) comes out at -8.776 / -8.776 eV. Its charge is 0.

Each line ends with the natural charge from an NBO analysis.
Atoms and positions in Å:
C (-0.951, -0.343, -1.790)  -0.278
C (-0.820, -0.158, -0.463)  -0.314
C (0.325, 0.302, 0.247)  0.437
O (1.398, 0.532, -0.490)  -0.657
O (0.750, -1.206, 1.634)  -0.952
S (-0.037, 1.443, 1.588)  0.022
H (-1.898, -0.293, -2.328)  0.210
H (-0.092, -0.533, -2.551)  0.215
H (-1.657, -0.024, 0.174)  0.218
H (2.163, 0.804, -0.056)  0.499
H (1.638, -1.014, 1.973)  0.433
H (-0.820, 0.491, 2.062)  0.168

***

Entry 5:
Molecular formula: C28H58FN10O7P3S
Method: DFT, ωB97M-V/def2-TZVPD

The value obtained for the electronic energy is -3697.29617 a.u. The HOMO energy comes out at -7.925 eV. Its charge is 0.

Each line ends with the Löwdin charge.
Atoms and positions in Å:
C (1.626, 8.467, -0.099)  -0.141
C (1.324, 8.503, -1.744)  -0.191
C (-0.195, 7.938, -2.062)  -0.210
F (-1.218, 9.043, -2.183)  -0.119
C (-0.253, 6.969, -3.424)  0.039
C (0.116, 7.681, -4.891)  -0.001
C (0.566, 9.255, -4.972)  -0.154
C (-0.067, 10.098, -6.227)  -0.106
C (-1.692, 9.978, -6.400)  -0.271
O (-2.537, 10.658, -5.617)  -0.032
O (-2.232, 9.132, -7.490)  -0.022
C (0.026, 6.654, -6.194)  -0.083
O (0.371, 7.196, -7.550)  -0.101
C (-0.424, 5.048, -6.063)  -0.093
P (-0.499, 4.092, -7.728)  0.708
N (0.920, 4.341, -8.535)  -0.223
O (-1.836, 4.715, -8.708)  -0.255
O (-0.658, 2.366, -7.569)  -0.266
C (-0.773, 4.367, -4.575)  -0.128
N (-1.145, 2.911, -4.592)  0.044
C (-1.366, 2.489, -3.168)  -0.432
S (-1.795, 0.646, -2.902)  0.691
C (-1.255, 3.399, -1.825)  -0.143
C (-1.502, 2.756, -0.309)  -0.158
C (-3.038, 2.245, -0.050)  -0.282
N (-3.709, 3.285, 0.863)  -0.062
N (-0.925, 4.862, -1.891)  0.078
C (-0.668, 5.357, -3.287)  -0.089
H (1.441, 7.410, 0.366)  0.077
H (1.015, 9.295, 0.484)  0.089
H (2.768, 8.724, 0.049)  0.077
H (2.087, 7.802, -2.288)  0.122
H (1.423, 9.646, -2.040)  0.117
H (-0.522, 7.342, -1.082)  0.139
H (1.749, 9.255, -5.132)  0.142
H (0.376, 9.881, -4.002)  0.106
H (0.547, 9.790, -7.202)  0.129
H (0.203, 11.242, -6.034)  0.141
H (-3.226, 9.360, -7.547)  0.142
H (-0.477, 7.187, -8.116)  0.117
H (1.377, 3.416, -8.723)  -0.021
H (-2.680, 4.287, -8.367)  0.076
H (-0.972, 2.052, -8.486)  0.094
H (-1.158, 0.256, -1.712)  -0.129
H (-1.210, 3.553, 0.496)  0.120
H (-0.718, 1.865, -0.225)  0.088
H (-2.953, 1.265, 0.626)  0.119
H (-3.642, 2.024, -1.027)  0.096
H (-3.747, 4.155, 0.289)  0.067
H (-4.679, 2.944, 1.060)  0.066
C (3.363, -1.987, 2.538)  -0.134
N (2.456, -0.908, 2.163)  -0.309
C (3.190, 0.359, 2.270)  -0.148
P (0.765, -0.787, 2.482)  0.776
O (0.534, 0.056, 1.204)  -0.324
N (-0.021, -2.156, 1.774)  -0.350
C (0.706, -3.264, 1.175)  -0.130
C (-1.192, -1.865, 0.938)  -0.148
N (1.030, -1.756, 3.952)  -0.266
C (-0.071, -2.618, 4.426)  -0.126
C (1.326, -0.852, 5.086)  -0.142
H (3.584, -1.998, 3.610)  0.073
H (4.321, -1.886, 2.013)  0.086
H (3.004, -2.973, 2.256)  0.052
H (3.490, 0.563, 3.301)  0.062
H (2.591, 1.209, 1.928)  0.069
H (4.092, 0.345, 1.648)  0.081
H (1.387, -2.930, 0.385)  0.088
H (0.025, -4.007, 0.741)  0.083
H (1.253, -3.824, 1.935)  0.059
H (-0.901, -1.558, -0.072)  0.060
H (-1.800, -1.069, 1.382)  0.062
H (-1.844, -2.742, 0.853)  0.082
H (-1.016, -2.067, 4.479)  0.090
H (0.147, -3.027, 5.420)  0.080
H (-0.210, -3.499, 3.793)  0.063
H (0.462, -0.218, 5.315)  0.083
H (2.171, -0.199, 4.865)  0.062
H (1.599, -1.417, 5.982)  0.085
C (1.926, -8.533, 4.953)  -0.135
N (1.008, -7.560, 4.372)  -0.308
C (1.022, -6.361, 5.218)  -0.146
P (-0.495, -7.864, 3.582)  0.771
O (-0.339, -6.604, 2.695)  -0.316
N (-0.200, -8.904, 2.232)  -0.360
C (1.095, -9.515, 1.971)  -0.139
C (-0.775, -8.476, 0.951)  -0.152
N (-0.674, -9.312, 4.601)  -0.273
C (-1.425, -10.460, 4.055)  -0.127
C (-1.384, -8.946, 5.848)  -0.142
H (1.546, -8.967, 5.884)  0.074
H (2.890, -8.063, 5.187)  0.086
H (2.180, -9.347, 4.280)  0.051
H (0.640, -6.573, 6.221)  0.064
H (0.412, -5.556, 4.798)  0.046
H (2.037, -5.961, 5.317)  0.084
H (1.893, -8.769, 1.892)  0.089
H (1.087, -10.100, 1.043)  0.083
H (1.338, -10.249, 2.740)  0.059
H (-0.151, -7.724, 0.458)  0.076
H (-1.778, -8.058, 1.094)  0.071
H (-0.889, -9.325, 0.267)  0.078
H (-2.389, -10.146, 3.639)  0.089
H (-1.614, -11.213, 4.829)  0.083
H (-0.863, -10.994, 3.284)  0.073
H (-2.409, -8.621, 5.633)  0.083
H (-0.878, -8.135, 6.371)  0.062
H (-1.418, -9.788, 6.545)  0.086